A.
25
Properties=species:S:1:pos:R:3 method="wB97M-V/def2-TZVPD" multiplicity=1 charge=0 smiles=C[C@@H]1CC[C@@]2(C)C[C@@]12C homo_lumo_gap_ev=8.67
C -2.14 -0.68 -0.85
C -0.70 -0.55 -0.65
C -0.28 -0.98 1.00
C 0.97 -0.31 1.32
C 1.28 0.27 -0.10
C 1.75 -1.00 -0.70
C 1.21 1.42 -0.99
C -0.18 0.92 -0.44
C -0.81 1.85 0.63
H -2.54 0.04 -0.04
H -2.58 -0.27 -1.67
H -2.74 -1.65 -0.72
H 0.18 -1.18 -1.13
H -0.28 -2.07 1.03
H -1.18 -1.03 1.57
H 0.58 0.34 2.15
H 1.54 -1.32 1.92
H 1.72 -0.63 -1.78
H 1.03 -1.83 -0.61
H 2.86 -1.46 -0.37
H 1.58 2.36 -0.32
H 1.52 1.16 -1.86
H -1.15 2.78 0.17
H -1.64 1.41 1.24
H -0.02 2.40 1.21

B.
25
Properties=species:S:1:pos:R:3 method="wB97M-V/def2-TZVPD" multiplicity=1 charge=0 homo_lumo_gap_ev=10.93
C -0.63 2.54 -1.26
C 0.19 1.22 -1.62
C 0.14 0.27 -0.53
C 1.04 -0.91 -0.97
C 0.80 -1.76 0.24
C -0.06 -0.82 1.06
C -0.51 -1.28 2.34
C 0.69 0.47 0.90
C -1.11 -0.37 0.05
H -1.70 2.33 -1.51
H -0.61 2.76 -0.14
H -0.54 3.38 -1.96
H -0.40 0.61 -2.44
H 1.25 1.24 -2.01
H 0.51 -1.47 -1.86
H 2.07 -0.72 -1.21
H 1.84 -1.85 0.67
H 0.28 -2.70 0.20
H -1.04 -2.24 2.20
H 0.48 -1.48 2.83
H -1.12 -0.50 2.86
H 0.21 1.30 1.37
H 1.72 0.55 1.13
H -1.71 -1.02 -0.67
H -1.79 0.45 0.31

Stability summary - winner: B; margin: 156.4 kcal/mol.

A.
8
Properties=species:S:1:pos:R:3 method="wB97M-V/def2-TZVPD" multiplicity=1 charge=0 homo_lumo_gap_ev="9.48 / 9.48"
C -0.18 0.06 0.78
O -0.10 -0.70 1.63
O -0.41 -2.01 -0.90
O 0.12 -0.67 -0.95
P -0.57 1.59 0.01
H 0.43 -2.61 -0.71
H 0.52 1.75 -0.77
H 0.20 2.58 0.90

B.
8
Properties=species:S:1:pos:R:3 method="wB97M-V/def2-TZVPD" multiplicity=1 charge=0 smiles="O=POCO" homo_lumo_gap_ev=10.37
O -2.78 0.15 0.68
P -1.88 0.16 -0.45
O -0.43 0.49 0.27
C 0.80 0.18 -0.31
O 1.49 -0.71 0.54
H 0.51 -0.32 -1.37
H 1.42 1.20 -0.53
H 0.86 -1.14 1.16

C.
8
Properties=species:S:1:pos:R:3 method="wB97M-V/def2-TZVPD" multiplicity=1 charge=0 homo_lumo_gap_ev="5.42 / 5.42"
C 0.25 -0.31 1.99
O 0.50 -1.19 2.79
O 0.81 0.94 2.17
O -0.49 -0.45 0.95
P -1.28 0.01 -1.65
H 0.90 1.02 3.08
H 0.02 -0.38 -2.02
H -1.13 1.27 -1.41

D.
8
Properties=species:S:1:pos:R:3 method="wB97M-V/def2-TZVPD" multiplicity=1 charge=0 homo_lumo_gap_ev="9.07 / 6.12"
C 1.27 0.31 0.50
O -3.64 -0.12 -0.87
O 0.77 -0.79 -0.17
O -0.49 -1.08 0.11
P -2.45 -0.29 -1.64
H 0.63 1.02 0.88
H 2.04 0.81 -0.19
H 1.87 0.14 1.36

Stability summary - winner: B; margin: 89.6 kcal/mol.

A.
8
Properties=species:S:1:pos:R:3 method="wB97M-V/def2-TZVPD" multiplicity=1 charge=0 smiles="C=S.P" homo_lumo_gap_ev=8.48
C 2.64 -0.79 0.22
S 1.96 0.65 0.43
H 2.89 -1.27 1.16
H 2.59 -1.24 -0.80
P -2.57 0.19 0.11
H -3.57 1.38 0.21
H -1.31 0.99 0.03
H -2.63 0.10 -1.37

B.
8
Properties=species:S:1:pos:R:3 method="wB97M-V/def2-TZVPD" multiplicity=1 charge=0 homo_lumo_gap_ev="6.76 / 9.12"
C -1.31 -0.84 -0.17
P 1.45 0.96 -0.32
S 2.25 1.76 -2.02
H -1.58 -0.88 0.88
H -2.02 -0.16 -0.75
H -0.87 -1.73 -0.74
H 2.56 1.03 0.53
H 0.81 2.07 0.45

Stability summary - winner: A; margin: 27.2 kcal/mol.

A.
14
Properties=species:S:1:pos:R:3 method="wB97M-V/def2-TZVPD" multiplicity=1 charge=0 homo_lumo_gap_ev="7.86 / 7.86"
C 0.52 1.76 2.64
C -1.58 -0.62 -0.45
C -0.32 -0.01 0.08
N 1.70 1.25 2.45
O 0.86 -0.09 -0.80
S -0.39 2.02 3.85
S -0.74 1.68 0.66
H -2.39 -0.49 0.25
H -1.37 -1.74 -0.75
H -1.85 -0.03 -1.38
H -0.24 -0.52 1.02
H 2.21 0.85 3.31
H 2.20 1.43 1.66
H 0.76 0.25 -1.70

B.
14
Properties=species:S:1:pos:R:3 method="wB97M-V/def2-TZVPD" multiplicity=1 charge=0 homo_lumo_gap_ev="6.65 / 6.65"
C 0.22 -0.09 0.16
C 2.04 -1.23 1.24
C -1.48 1.35 -1.49
N -2.34 -0.32 0.38
O 0.75 -0.65 1.21
S 2.00 0.52 -1.41
S -1.31 0.87 0.24
H 2.55 -0.96 0.30
H 2.03 -2.31 1.24
H 2.64 -0.99 2.22
H -0.55 1.90 -1.72
H -2.38 1.95 -1.59
H -1.49 0.55 -2.18
H -2.68 -0.58 1.39

Stability summary - winner: A; margin: 110.0 kcal/mol.